{"formula": "C9H10AlI2O6PrS", "method": "ωB97M-V/def2-TZVPD", "species": ["I", "I", "Al", "Pr", "S", "C", "C", "C", "C", "C", "C", "C", "C", "O", "O", "O", "O", "H", "H", "H", "H", "H", "H", "H", "H", "H", "O", "C", "O", "H"], "positions_angstrom": [[-2.84, -3.96, 1.65], [-2.08, -4.28, -0.81], [0.75, -0.81, -1.09], [0.91, -0.81, 2.63], [-1.02, -0.22, 0.33], [2.18, 0.86, 1.47], [3.40, -0.79, 2.49], [-1.58, 1.47, -0.29], [-2.65, 1.23, -1.35], [-0.45, 2.31, -0.81], [-2.23, 2.13, 0.92], [1.35, -2.49, -2.13], [2.13, 0.52, -1.55], [4.52, -0.93, 2.22], [2.69, 1.74, 0.89], [2.26, -3.20, -2.31], [3.14, 0.93, -1.96], [-3.12, 2.19, -1.62], [-3.46, 0.58, -1.00], [-2.27, 0.78, -2.27], [-0.81, 3.28, -1.18], [0.07, 1.81, -1.62], [0.28, 2.55, -0.05], [-2.71, 3.08, 0.63], [-1.51, 2.37, 1.71], [-3.01, 1.47, 1.32], [1.22, -3.13, 2.17], [1.52, -3.05, 0.97], [1.53, -1.83, 0.42], [1.79, -3.82, 0.23]], "lowdin_spin": [0.00, 0.00, 0.00, 2.03, -0.01, 0.00, 0.00, 0.00, 0.00, 0.00, 0.00, 0.00, 0.00, 0.00, 0.00, 0.00, 0.00, 0.00, 0.00, 0.00, 0.00, 0.00, 0.00, 0.00, 0.00, 0.00, -0.01, 0.00, 0.00, 0.00], "total_charge": 4, "homo_energy_ev": [-20.0, -20.0], "multiplicity": 3, "orbital_gap_ev": [3.130, 3.482]}


{"formula": "C9H10AuN3O2S4", "method": "ωB97M-V/def2-TZVPD", "species": ["Au", "S", "C", "S", "S", "O", "S", "C", "C", "C", "C", "H", "H", "H", "H", "H", "H", "H", "H", "N", "C", "O", "C", "C", "N", "C", "N", "H", "H"], "positions_angstrom": [[-0.05, -1.71, 1.34], [-1.65, -5.16, 3.80], [-1.10, -3.93, 2.92], [-0.85, -2.33, 3.46], [-0.65, -4.01, 1.28], [-0.99, 0.29, 0.74], [-1.74, 0.49, -0.57], [-3.19, 1.47, -0.12], [-2.71, 2.91, -0.04], [-1.86, 3.11, -1.29], [-0.90, 1.92, -1.34], [-3.58, 1.05, 0.81], [-3.92, 1.33, -0.92], [-2.10, 3.05, 0.86], [-3.55, 3.61, 0.01], [-1.30, 4.05, -1.27], [-2.50, 3.12, -2.17], [-0.02, 2.05, -0.72], [-0.59, 1.63, -2.35], [3.14, -2.15, 0.97], [2.60, -1.48, -0.07], [1.33, -1.30, -0.16], [3.43, -0.96, -1.06], [4.83, -1.16, -0.98], [5.96, -1.36, -0.83], [2.85, -0.17, -2.09], [2.39, 0.49, -2.91], [2.55, -2.55, 1.68], [4.14, -2.30, 1.03]], "mulliken_charge": [0.96, -0.19, 0.22, -0.16, -0.18, -0.72, 0.49, -0.71, -0.57, -0.63, -0.56, 0.40, 0.40, 0.27, 0.36, 0.32, 0.30, 0.29, 0.42, -0.32, 1.14, -0.82, 0.05, -0.08, -0.51, 0.13, -0.59, 0.13, 0.19], "de_lowest_kj_mol": 125.0, "homo_energy_ev": -8.1, "orbital_gap_ev": 4.975}


{"formula": "C9H10BN2O4P", "method": "ωB97M-V/def2-TZVPD", "species": ["N", "P", "C", "C", "C", "C", "C", "B", "O", "O", "C", "C", "C", "O", "N", "C", "O", "H", "H", "H", "H", "H", "H", "H", "H", "H", "H"], "positions_angstrom": [[-4.01, 0.09, 1.02], [-3.47, -0.18, -0.44], [-1.64, -0.22, -0.55], [-0.99, -1.31, -1.10], [0.38, -1.31, -1.13], [1.12, -0.26, -0.64], [2.64, -0.36, -0.69], [3.02, -1.23, 0.59], [2.87, -0.64, 1.85], [3.46, -2.54, 0.51], [0.50, 0.84, -0.11], [-0.89, 0.81, -0.08], [-1.28, 2.12, 0.59], [-2.38, 2.54, 0.87], [-0.09, 2.80, 0.90], [1.06, 2.13, 0.46], [2.19, 2.54, 0.51], [-4.57, -0.71, 1.30], [-3.93, -1.44, -0.90], [-3.93, 0.81, -1.34], [-1.55, -2.15, -1.48], [0.93, -2.16, -1.53], [3.03, 0.66, -0.62], [2.96, -0.88, -1.60], [1.92, -0.64, 2.03], [2.74, -3.11, 0.79], [-0.10, 3.80, 0.80]], "mulliken_charge": [-0.61, 0.29, 0.47, -0.66, -0.71, 0.77, -1.17, 0.58, -0.53, -0.56, -0.31, 0.46, 0.07, -0.52, -0.13, 0.34, -0.55, 0.21, 0.05, 0.09, 0.33, 0.46, 0.33, 0.37, 0.33, 0.30, 0.30], "de_lowest_kj_mol": 70.4, "homo_energy_ev": -8.7, "smiles": "N=[PH2]c1ccc(CB(O)O)c2c1C(=O)NC2=O", "orbital_gap_ev": 7.920}


{"formula": "C9H10BrNO2S", "method": "ωB97M-V/def2-TZVPD", "species": ["C", "C", "C", "C", "N", "C", "S", "C", "O", "O", "C", "C", "C", "Br", "H", "H", "H", "H", "H", "H", "H", "H", "H", "H"], "positions_angstrom": [[-0.02, -1.95, -1.51], [0.42, -0.42, -1.71], [-0.42, 0.33, -0.74], [-1.76, 0.64, -1.10], [-2.77, 0.77, -1.64], [0.04, 0.55, 0.48], [-0.83, 1.50, 1.66], [-1.94, 0.31, 2.47], [0.06, 2.04, 2.64], [-1.58, 2.45, 0.84], [1.43, 0.19, 0.92], [2.31, -0.17, 0.00], [1.93, -0.22, -1.46], [2.54, 1.44, -2.40], [-0.24, -2.08, -0.47], [0.69, -2.57, -1.88], [-1.05, -2.16, -1.94], [0.20, -0.17, -2.76], [-2.92, 0.37, 2.27], [-1.72, -0.77, 2.56], [-1.82, 0.63, 3.47], [1.60, 0.42, 2.06], [3.37, -0.03, 0.16], [2.48, -1.11, -1.92]], "mulliken_charge": [-1.45, -0.14, 0.19, -0.33, -0.51, 0.96, 1.32, -1.24, -0.68, -0.64, -0.54, -0.67, -0.22, -0.12, 0.37, 0.50, 0.34, 0.50, 0.45, 0.34, 0.48, 0.31, 0.40, 0.40], "de_lowest_kj_mol": 43.6, "homo_energy_ev": -9.7, "smiles": "C[C@H]1C(C#N)=C(S(C)(=O)=O)C=C[C@@H]1Br", "orbital_gap_ev": 8.866}


{"formula": "C9H10CeClN2O7", "method": "ωB97M-V/def2-TZVPD", "species": ["Ce", "O", "N", "O", "O", "Cl", "C", "C", "O", "O", "H", "H", "C", "C", "C", "N", "C", "C", "H", "H", "H", "H", "H", "C", "O", "C", "O", "H", "H", "H"], "positions_angstrom": [[-0.17, -0.01, -0.33], [0.53, 2.02, -2.27], [1.21, 1.31, -1.58], [1.51, 0.10, -1.91], [1.38, 1.56, -0.29], [-2.32, 1.00, 4.19], [-2.12, 1.95, 2.72], [-1.39, 1.23, 1.64], [-1.59, 1.57, 0.42], [-0.54, 0.30, 1.87], [-1.54, 2.85, 2.95], [-3.09, 2.26, 2.33], [1.95, -4.55, 1.37], [1.42, -3.65, 2.28], [1.00, -2.42, 1.83], [1.07, -2.07, 0.54], [1.59, -2.94, -0.34], [2.04, -4.19, 0.03], [2.30, -5.52, 1.70], [1.34, -3.89, 3.33], [0.58, -1.69, 2.51], [1.65, -2.62, -1.38], [2.45, -4.85, -0.71], [-2.15, -0.16, -3.51], [-1.52, -0.32, -2.21], [-1.60, -1.57, -1.50], [-2.16, -2.55, -1.78], [-1.37, 0.07, -4.23], [-2.85, 0.67, -3.42], [-2.67, -1.07, -3.77]], "mulliken_charge": [1.12, -0.48, 1.32, -0.53, -0.52, -0.14, -0.40, 0.71, -0.58, -0.48, 0.30, 0.35, -0.08, -0.86, -0.07, -0.11, 0.07, -0.84, 0.41, 0.42, 0.56, 0.38, 0.40, -0.74, -0.10, 0.33, -0.36, 0.29, 0.29, 0.35], "total_charge": 1, "homo_energy_ev": [-13.1, -13.6], "orbital_gap_ev": [6.852, 8.537]}


{"formula": "C9H10Cl2O9P2PtS4Sb", "method": "ωB97M-V/def2-TZVPD", "species": ["Pt", "C", "C", "O", "P", "O", "O", "O", "P", "O", "O", "O", "H", "H", "H", "H", "H", "H", "H", "Cl", "C", "C", "C", "Cl", "C", "O", "C", "C", "O", "C", "H", "H", "H", "S", "Sb", "S", "S", "S"], "positions_angstrom": [[-0.60, -1.36, -1.27], [2.74, 2.28, -0.92], [1.76, 1.12, -1.13], [0.44, 1.62, -1.25], [2.05, -0.13, 0.20], [3.60, -0.36, 0.15], [1.86, 0.61, 1.59], [1.22, -1.38, 0.11], [2.10, 0.22, -2.71], [2.17, 1.38, -3.83], [3.46, -0.40, -2.58], [0.87, -0.60, -3.01], [2.62, 2.70, 0.09], [2.49, 3.05, -1.65], [3.77, 1.98, -1.05], [-0.08, 1.49, -0.43], [3.83, -0.50, -0.82], [0.93, 0.57, 1.85], [1.27, 1.62, -4.09], [-3.29, 0.10, 5.99], [-2.63, 0.15, 4.37], [-2.19, 1.37, 3.85], [-1.67, 1.42, 2.58], [-1.09, 2.94, 1.96], [-1.55, 0.27, 1.73], [-1.00, 0.36, 0.59], [-2.02, -0.94, 2.31], [-2.05, -2.20, 1.59], [-1.94, -2.39, 0.39], [-2.53, -0.98, 3.62], [-2.26, 2.27, 4.44], [-2.26, -3.08, 2.23], [-2.86, -1.93, 4.03], [-2.16, -0.70, -4.34], [-0.27, -2.47, -4.57], [-2.51, -0.50, -2.41], [-0.42, -3.45, -2.45], [-1.81, -4.16, -5.20]], "lowdin_spin": [1.42, 0.00, 0.00, 0.01, 0.01, 0.00, 0.00, 0.05, 0.01, 0.01, 0.00, 0.09, 0.00, 0.00, 0.00, 0.00, 0.00, 0.00, 0.00, 0.00, 0.00, 0.00, 0.00, 0.00, 0.00, 0.04, 0.00, 0.01, 0.07, 0.00, 0.00, 0.00, 0.00, 0.40, 0.06, 0.64, 0.34, 0.84], "total_charge": -1, "de_lowest_kj_mol": 0.0, "homo_energy_ev": [-4.8, -5.4], "multiplicity": 5, "orbital_gap_ev": [6.908, 5.940]}


What did the first record say?
{"formula": "C9H10AlI2O6PrS", "method": "ωB97M-V/def2-TZVPD", "species": ["I", "I", "Al", "Pr", "S", "C", "C", "C", "C", "C", "C", "C", "C", "O", "O", "O", "O", "H", "H", "H", "H", "H", "H", "H", "H", "H", "O", "C", "O", "H"], "positions_angstrom": [[-2.84, -3.96, 1.65], [-2.08, -4.28, -0.81], [0.75, -0.81, -1.09], [0.91, -0.81, 2.63], [-1.02, -0.22, 0.33], [2.18, 0.86, 1.47], [3.40, -0.79, 2.49], [-1.58, 1.47, -0.29], [-2.65, 1.23, -1.35], [-0.45, 2.31, -0.81], [-2.23, 2.13, 0.92], [1.35, -2.49, -2.13], [2.13, 0.52, -1.55], [4.52, -0.93, 2.22], [2.69, 1.74, 0.89], [2.26, -3.20, -2.31], [3.14, 0.93, -1.96], [-3.12, 2.19, -1.62], [-3.46, 0.58, -1.00], [-2.27, 0.78, -2.27], [-0.81, 3.28, -1.18], [0.07, 1.81, -1.62], [0.28, 2.55, -0.05], [-2.71, 3.08, 0.63], [-1.51, 2.37, 1.71], [-3.01, 1.47, 1.32], [1.22, -3.13, 2.17], [1.52, -3.05, 0.97], [1.53, -1.83, 0.42], [1.79, -3.82, 0.23]], "lowdin_spin": [0.00, 0.00, 0.00, 2.03, -0.01, 0.00, 0.00, 0.00, 0.00, 0.00, 0.00, 0.00, 0.00, 0.00, 0.00, 0.00, 0.00, 0.00, 0.00, 0.00, 0.00, 0.00, 0.00, 0.00, 0.00, 0.00, -0.01, 0.00, 0.00, 0.00], "total_charge": 4, "homo_energy_ev": [-20.0, -20.0], "multiplicity": 3, "orbital_gap_ev": [3.130, 3.482]}